1:
Molecular formula: C6H9P
Method: DFT, wB97M-V/def2-TZVPD

ORCA input file:
```
! RIJCOSX wB97M-V def2-TZVPD def2/J DEFGRID3
* xyz 0 1
C 1.00 -1.01 1.22
C 0.48 0.16 0.61
C -0.41 0.14 -0.45
C -0.81 -1.22 -1.04
C -0.81 1.46 -1.04
P -0.08 2.79 0.18
C 0.65 1.50 1.05
H 0.54 -1.28 2.14
H 2.13 -0.86 1.48
H 0.96 -1.89 0.59
H -0.09 -1.45 -1.90
H -1.77 -1.22 -1.49
H -0.76 -2.01 -0.28
H -0.34 1.61 -1.93
H -1.92 1.54 -1.12
H 1.24 1.76 1.98
*
```

Structure (SMILES) = CC1=C(C)CP=C1

---

2:
Molecular formula: C6H9P
Method: DFT, wB97M-V/def2-TZVPD

ORCA input file:
```
! RIJCOSX wB97M-V def2-TZVPD def2/J DEFGRID3
* xyz 0 1
C -0.35 1.45 0.43
C 0.07 0.82 1.51
C -1.13 0.10 -1.40
C -0.07 -1.91 1.09
C 1.27 -0.06 -0.64
C 0.03 0.84 -0.90
P 1.10 -0.63 1.12
H -0.98 2.33 0.43
H -0.14 1.11 2.52
H -1.01 -0.71 -2.10
H -2.10 0.26 -0.97
H -0.79 -1.95 1.89
H 0.24 -2.87 0.69
H 1.33 -0.90 -1.33
H 2.19 0.53 -0.72
H 0.35 1.61 -1.62
*
```

---

The winner here is 1, beating the second structure by 236.4 kJ/mol.

---

1:
Molecular formula: C2Cl3F
Method: DFT, wB97M-V/def2-TZVPD

ORCA input file:
```
! RIJCOSX wB97M-V def2-TZVPD def2/J DEFGRID3
* xyz 0 1
C -0.96 -0.29 0.29
C 0.94 0.15 -0.19
F -1.21 -1.53 -0.10
Cl -2.15 0.83 -0.01
Cl 1.25 1.79 -0.04
Cl 2.15 -0.95 0.04
*
```

---

2:
Molecular formula: C2Cl3F
Method: DFT, wB97M-V/def2-TZVPD

ORCA input file:
```
! RIJCOSX wB97M-V def2-TZVPD def2/J DEFGRID3
* xyz 0 1
F -1.42 -1.07 -0.51
C -0.24 -0.43 -0.51
Cl 0.90 -0.87 -1.75
C 0.11 0.40 0.53
Cl -1.03 0.81 1.74
Cl 1.68 1.16 0.50
*
```

Structure (SMILES) = FC(Cl)=C(Cl)Cl

---

The winner here is 2, beating the second structure by 360.1 kJ/mol.